# 1
Molecular formula: C27H76NO19
Method: DFT, ωB97M-V/def2-TZVPD

```
123
Properties=species:S:1:pos:R:3:forces:R:3:lowdin_charge:R:1
C -5.626259 -25.259999 3.100253 -0.1 0.5 -0.4 -0.0346
C -5.352731 -26.740843 3.186207 -0.1 -0.5 0.6 -0.4880
C -5.755010 -27.385404 1.872926 -1.0 -0.5 -1.0 -0.1341
C -5.253187 -28.800777 1.667947 -0.6 -1.1 0.4 -0.1924
C -3.800647 -28.954549 2.038171 0.3 0.6 -1.2 -0.1381
C -3.386470 -28.318453 3.368027 -0.3 -1.3 0.3 -0.4856
N -3.915143 -26.959877 3.424994 0.6 0.6 -0.9 -0.1143
O -3.437068 -26.218597 4.525334 -0.1 -0.3 0.4 -0.2777
C -1.854090 -28.415585 3.375451 0.1 1.0 1.0 -0.0466
C -3.840723 -29.208145 4.553170 -0.4 -0.5 0.0 -0.0180
C -6.282381 -27.274983 4.290724 -0.2 -0.9 0.4 -0.0239
H -5.033641 -24.790003 2.309094 0.1 0.0 0.2 0.1014
H -5.422371 -24.778853 4.047236 0.0 0.2 0.1 0.0570
H -6.681983 -25.092417 2.857508 0.0 -0.1 0.0 0.0733
H -5.538141 -26.755517 1.002081 0.6 0.0 0.2 0.1213
H -6.851055 -27.491807 1.796536 0.0 0.4 0.4 0.1150
H -5.479087 -29.181830 0.665292 0.4 0.4 -0.2 0.1059
H -5.869982 -29.518266 2.243661 0.2 0.4 0.4 0.0753
H -3.255560 -28.410875 1.247584 0.1 0.0 0.2 0.1178
H -3.443041 -29.982952 1.927027 -0.2 -0.1 0.4 0.1185
H -1.354824 -27.825046 2.606032 -0.2 -0.1 -0.2 0.0691
H -1.545423 -29.458438 3.311342 -0.1 -0.1 -0.2 0.0741
H -1.481725 -28.047191 4.336230 0.1 0.0 -0.1 0.0890
H -3.837251 -28.674228 5.502756 0.2 0.1 -0.1 0.0652
H -3.208625 -30.099147 4.651337 0.2 0.2 0.0 0.0730
H -4.848679 -29.607069 4.411270 0.0 0.1 -0.1 0.0525
H -6.033656 -26.939439 5.292905 0.2 0.3 -0.1 0.0614
H -6.244759 -28.363776 4.385357 -0.1 0.1 -0.3 0.0561
H -7.329264 -27.025720 4.092923 0.1 0.2 -0.1 0.0730
C -7.867396 -24.021837 6.217545 0.3 -0.4 0.2 -0.1547
O -7.921007 -25.392694 6.577300 -0.4 -0.3 -0.2 -0.1377
H -7.835024 -23.859391 5.134657 0.1 -0.1 0.0 0.0558
H -8.788574 -23.576280 6.591560 0.1 0.2 0.1 0.0765
H -6.981273 -23.573580 6.672767 -0.1 0.3 0.0 0.0752
H -7.048600 -25.798035 6.476882 0.2 0.4 0.1 0.0284
C -4.187579 -22.611961 4.938533 -0.2 0.3 -0.2 -0.1951
O -3.188482 -23.418404 4.378826 -0.2 0.0 0.2 -0.1275
H -3.783044 -21.617392 5.151921 0.2 -0.2 0.2 0.0722
H -5.009418 -22.411019 4.234093 -0.2 -0.2 0.0 0.0569
H -4.607633 -23.054909 5.848642 0.0 0.2 0.1 0.0660
H -3.455913 -24.355743 4.496455 0.6 -0.1 -0.4 0.0249
C 1.533499 -29.105534 3.267294 0.5 -1.5 0.7 -0.1526
O 1.088829 -29.359032 4.607113 0.1 0.3 -0.3 -0.1281
H 2.243800 -29.912285 3.020031 0.0 0.2 -0.3 0.0709
H 0.713988 -29.165908 2.554448 0.0 0.5 -0.1 0.0590
H 2.102586 -28.183893 3.263286 -0.4 0.3 -0.1 0.0782
H 0.560379 -30.160425 4.580964 -0.1 0.0 0.1 0.0639
C -7.967265 -30.389479 -0.383797 0.9 -0.1 -0.1 -0.1501
O -6.851768 -31.069227 -0.964707 -0.3 0.1 0.1 -0.1369
H -8.865072 -31.004970 -0.457002 -0.2 0.2 0.1 0.0756
H -7.716861 -30.154874 0.653166 -0.4 0.0 0.1 0.0468
H -8.085898 -29.437288 -0.899831 -0.2 -0.1 -0.1 0.0797
H -6.470168 -31.602582 -0.255680 0.2 -0.1 0.0 0.0288
C -7.730644 -22.073346 2.043977 0.0 0.9 -0.3 -0.2219
C -6.932023 -21.132818 1.144556 0.0 0.1 -0.3 -0.2160
O -6.316971 -20.138849 1.970014 -0.1 -0.2 -0.2 -0.0717
O -8.350777 -21.290101 3.063266 0.1 -0.5 0.0 -0.0701
H -7.122325 -22.895022 2.415061 0.1 0.0 0.4 0.0972
H -8.542670 -22.465037 1.432350 0.2 -0.4 -0.1 0.1112
H -7.634334 -20.677860 0.434377 0.1 0.2 0.1 0.1172
H -6.170944 -21.657614 0.561246 -0.1 -0.2 0.1 0.1229
H -5.602856 -19.734081 1.472315 0.0 0.0 0.1 0.0926
H -7.691834 -20.641948 3.342164 0.0 0.0 0.1 0.0813
C -3.496488 -31.796341 7.897664 -0.1 2.0 -0.4 -0.2232
C -4.767363 -32.479181 7.532741 -0.2 -2.1 -1.2 -0.2442
O -5.226692 -33.416739 8.517744 -0.2 0.6 0.4 -0.0687
O -3.791442 -30.535637 8.533395 0.1 -0.4 0.5 -0.0681
H -3.015297 -31.460592 6.971884 0.2 -0.5 -0.1 0.1093
H -2.811996 -32.410481 8.477558 -0.1 -0.2 0.0 0.1241
H -4.598840 -33.102477 6.638025 0.4 0.3 0.0 0.0951
H -5.549328 -31.802377 7.186229 0.0 0.4 0.6 0.1261
H -5.209718 -34.286088 8.118556 0.0 0.0 0.0 0.0700
H -3.439900 -30.538180 9.426757 -0.1 0.0 0.0 0.0777
C -9.172495 -29.124971 4.398310 0.1 0.3 -0.1 -0.2448
C -8.792394 -30.238884 3.474034 -0.6 -1.3 0.0 -0.2245
O -8.555519 -31.455433 4.214898 0.2 0.4 0.0 -0.0821
O -10.353224 -29.494741 5.124981 0.5 0.1 -0.1 -0.0616
H -9.358934 -28.205111 3.832144 0.1 -0.1 0.0 0.1107
H -8.320568 -28.950420 5.065060 -0.2 0.1 0.1 0.1153
H -7.894201 -30.013950 2.904020 0.1 0.2 0.1 0.0848
H -9.589786 -30.475602 2.756551 0.0 0.4 0.0 0.1228
H -9.137444 -31.414114 4.983033 -0.1 0.0 0.0 0.0742
H -10.430279 -28.833131 5.819536 -0.2 -0.1 0.1 0.0906
C -5.894272 -32.637206 2.679177 0.3 0.9 0.7 -0.2329
C -5.032993 -33.586768 3.468892 0.8 0.5 -0.5 -0.2465
O -5.170062 -34.941851 3.070569 -0.1 -0.2 0.4 -0.0535
O -5.492687 -32.509288 1.318754 -0.3 -0.2 0.0 -0.0622
H -5.736092 -31.653064 3.144820 0.0 0.0 -0.2 0.1039
H -6.959371 -32.833084 2.837811 0.0 -0.3 -0.5 0.1124
H -5.126375 -33.347440 4.533254 -0.5 -0.6 0.1 0.1013
H -3.983637 -33.344250 3.259318 -0.1 0.0 -0.1 0.1285
H -5.933188 -35.332533 3.506269 -0.1 0.1 -0.1 0.0879
H -5.016051 -33.305668 1.063123 -0.1 -0.1 0.0 0.0923
C -10.618885 -23.601539 3.658185 -0.2 0.8 0.3 -0.2455
C -10.545534 -25.022452 3.185028 0.5 -0.4 0.1 -0.2570
O -11.711673 -25.322102 2.432008 0.1 -0.1 0.0 -0.0552
O -10.856543 -22.723164 2.570435 -0.4 0.0 -0.3 -0.0620
H -9.729004 -23.291828 4.207513 0.2 -0.3 -0.1 0.0896
H -11.433514 -23.458346 4.377897 -0.2 -0.2 -0.2 0.1239
H -10.457371 -25.724367 4.025041 0.0 0.3 0.2 0.1142
H -9.615826 -25.136533 2.604766 -0.2 0.0 -0.3 0.1153
H -11.697133 -26.265857 2.252470 -0.1 0.0 -0.1 0.0775
H -10.065443 -22.238393 2.318323 -0.1 0.0 0.6 0.0308
C 0.050123 -25.314765 0.675264 0.1 0.5 0.5 -0.2381
C -1.311701 -25.333419 1.319992 -1.2 0.0 -0.5 -0.2882
O -1.247616 -25.275180 2.712361 0.4 -0.2 0.0 -0.0512
O 0.619876 -23.995894 0.779528 -0.2 -0.3 -0.1 -0.0735
H -0.019883 -25.591137 -0.381502 0.0 -0.2 0.0 0.1102
H 0.663655 -26.010577 1.262116 0.1 -0.1 -0.4 0.1139
H -1.880515 -26.222457 1.000460 0.5 -0.2 0.0 0.1064
H -1.964995 -24.536013 0.920795 0.5 0.3 0.1 0.1227
H -1.819060 -25.974052 3.063820 -0.3 0.5 0.4 0.0352
H 1.531541 -24.056070 0.483335 0.0 0.0 0.0 0.0684
C -4.096486 -26.640585 7.594145 0.1 -0.6 0.5 -0.2477
C -2.640480 -26.192404 7.742460 -0.6 0.2 0.1 -0.2586
O -1.812275 -26.695838 6.730189 0.2 -0.2 -0.1 -0.0853
O -4.822005 -25.748853 6.771124 0.1 -0.1 0.0 -0.1325
H -4.597415 -26.754444 8.562286 0.0 0.4 0.0 0.1133
H -4.104091 -27.655807 7.168596 0.1 0.1 0.0 0.0964
H -2.228561 -26.497464 8.708171 0.0 -0.1 -0.1 0.1070
H -2.695299 -25.090883 7.734897 0.3 -0.1 0.0 0.1186
H -2.285359 -26.631688 5.869133 0.0 0.2 0.0 0.0401
H -4.325065 -25.854324 5.911805 -0.4 0.1 -0.5 0.0323
```
Forces are in eV/Å.

Total charge ... -1
Frontier orbital gap ... 0.214 Eh
Electronic energy ... -2558.454813 Ha

# 2
Molecular formula: CH2S3
Method: DFT, ωB97M-V/def2-TZVPD

```
6
Properties=species:S:1:pos:R:3:forces:R:3:lowdin_charge:R:1
C -1.686476 -0.769063 0.255451 0.8 2.8 0.1 -0.4835
S -1.429878 0.807566 0.110734 -1.1 -1.8 -0.3 0.5815
S 1.106640 0.963514 0.003043 0.0 -0.2 1.5 0.1562
S 1.314320 -0.932942 0.588073 0.2 0.6 -0.9 0.0853
H -0.618800 -1.232901 0.356799 0.2 -0.6 0.0 -0.2024
H 1.314195 1.163825 -1.314099 -0.1 -0.7 -0.3 -0.1371
```
Forces are in eV/Å.

Total charge ... 0
Frontier orbital gap ... 0.292 Eh
Electronic energy ... -1233.737956 Ha
Energy relative to the best compared isomer or geometry (same formula, charge and spin) ... 71.8 kcal per mole

# 3
Molecular formula: C58H70N4O11
Method: DFT, ωB97M-V/def2-TZVPD

```
143
Properties=species:S:1:pos:R:3:forces:R:3:lowdin_charge:R:1
C -0.171953 -3.438168 4.640438 -0.7 0.9 -1.2 -0.0232
C 0.233657 -1.817416 4.597862 5.8 0.8 2.2 -0.2893
O 1.462180 -1.505310 5.030340 -8.1 -1.4 -2.8 -0.0168
O -0.687981 -0.770669 4.080295 2.3 -2.7 -0.6 -0.0836
C -0.969691 -1.097687 2.651658 -0.3 -0.6 -0.5 -0.1413
N -0.755626 0.111298 1.733479 1.6 -1.8 -0.9 -0.0557
C 0.687280 0.561395 1.776625 0.8 -1.2 0.6 -0.1151
O 0.816281 1.872505 2.460950 -3.0 -1.5 -3.6 -0.1726
O 1.755660 1.748639 3.386140 2.0 -0.2 4.4 -0.0840
C -1.249920 -0.161099 0.330112 -0.3 1.0 -0.7 -0.1754
O -1.534970 -1.614294 0.085031 3.0 -0.4 -4.7 -0.0854
C -0.982429 -1.947693 -1.268951 -0.9 -1.7 -6.2 -0.1172
N -0.783875 -2.259052 -2.523302 -1.5 2.7 11.3 0.1278
C -2.672176 0.676681 0.052976 1.2 -0.2 1.0 -0.3259
N -2.914583 1.444435 1.369578 -0.8 0.0 -2.9 0.0961
C -2.338538 1.713586 -1.169167 0.6 1.8 0.7 -0.1075
O -2.034729 1.076776 -2.464392 1.2 1.8 0.9 -0.1528
C -0.906162 1.730180 -3.149034 -0.3 -0.8 -1.2 -0.1978
O 0.286563 0.877982 -2.912242 -0.9 2.2 -0.9 -0.2132
C 1.468363 1.434440 -3.608451 0.1 -1.1 0.3 -0.1312
C 2.356524 0.109231 -4.109795 -0.7 0.3 0.4 -0.1672
O 3.771574 0.489757 -3.907566 -0.9 -2.5 -0.5 -0.1615
O -3.681458 -0.345175 -0.229328 -0.4 2.4 -1.1 -0.1109
C -4.797334 0.135408 -1.044221 -2.6 -0.2 -0.4 -0.2545
C -5.904427 -1.117611 -1.105945 1.3 -0.7 -0.9 -0.1199
C -5.979299 -1.998172 0.270036 -1.0 -1.0 -0.1 -0.1988
C -5.256908 -3.476640 0.091583 0.3 0.3 0.4 -0.1614
C -6.135162 -4.517693 -0.822062 -1.2 -0.8 1.2 -0.1903
O -5.686892 -4.637456 -2.218698 3.6 -0.6 0.6 -0.1521
C -4.350509 -5.246600 -2.324996 0.6 -4.8 3.3 -0.1453
O -4.006203 -6.346876 -1.649670 -2.3 7.0 -4.1 -0.0535
C -5.632518 1.410613 -0.403945 -1.3 2.1 1.7 -0.0894
C -6.152973 1.358650 1.136755 -1.0 4.9 -3.2 0.0143
C -6.921386 2.741212 1.514393 1.6 -1.2 -3.1 -0.0390
C -7.072951 3.897383 0.413756 0.1 -0.8 0.3 -0.1278
N -6.659836 3.971979 -1.015410 1.1 -6.4 5.2 -0.0058
C -5.958955 2.691864 -1.310288 0.0 -0.5 0.9 -0.0721
H -1.348231 -3.533360 4.496830 2.6 0.1 0.5 0.0972
H 0.338086 -3.926952 3.685996 -1.0 1.1 2.1 0.1027
H 0.226476 -3.977221 5.603117 -0.8 1.5 -1.9 0.1016
H -2.090625 -1.487317 2.635017 2.4 0.9 -0.4 0.1663
H -0.198180 -1.911659 2.306246 -1.7 1.2 0.7 0.1458
H 1.223925 0.620994 0.738749 -1.4 0.0 1.7 0.1484
H 1.307421 -0.214908 2.425766 -1.2 1.7 -1.2 0.1507
H 1.259164 1.615650 4.257059 0.8 0.1 -1.5 0.1404
H -0.486831 0.141749 -0.523531 -1.4 -0.3 2.2 0.1498
H -3.411646 2.321200 1.097426 0.1 -1.2 0.7 0.0718
H -3.461105 0.861958 2.041528 0.5 0.8 -1.0 0.0907
H -3.172889 2.557733 -1.293940 1.5 -2.0 0.2 0.1383
H -1.359793 2.313774 -0.842101 -2.1 -1.3 -0.3 0.1574
H -1.161701 1.723994 -4.315090 0.5 -0.2 2.5 0.1589
H -0.750532 2.856801 -2.864840 -0.2 -2.1 0.0 0.1540
H 1.073841 2.082750 -4.499376 1.1 -1.1 1.5 0.1274
H 2.071349 2.051362 -2.802896 -0.9 -1.1 -2.0 0.1443
H 2.126303 -0.168284 -5.225452 0.5 0.8 2.0 0.1136
H 2.085335 -0.862072 -3.472538 0.4 2.4 -1.1 0.1371
H 4.274422 -0.383176 -3.911293 -0.8 1.8 0.0 0.1178
H -4.522580 0.324181 -2.190717 -0.2 0.0 2.7 0.1650
H -5.471720 -1.846250 -1.946797 -1.0 1.5 1.8 0.1233
H -6.953046 -0.760753 -1.523884 2.3 -0.5 1.2 0.1332
H -5.517480 -1.496617 1.219681 -0.9 -0.8 -2.0 0.0910
H -7.136849 -2.213578 0.467170 2.5 0.5 -0.1 0.1209
H -5.075634 -3.972085 1.162479 -0.6 1.1 -2.3 0.1278
H -4.182989 -3.277284 -0.348452 -2.1 -0.6 0.7 0.1171
H -7.272217 -4.163217 -0.869178 2.6 -0.6 -0.1 0.1412
H -6.172039 -5.618940 -0.378279 0.3 2.5 -0.7 0.1329
H -3.545954 -4.739872 -3.044339 -2.3 -0.9 1.3 0.1704
H -5.994065 0.509268 1.924734 -0.3 1.8 -1.9 0.0973
H -7.364577 2.892085 2.597814 1.0 -0.2 -2.6 0.0961
H -7.618120 4.891161 0.796237 1.3 -2.5 -0.9 0.1174
H -5.568707 2.620072 -2.438756 -0.9 0.1 2.7 0.1240
C 4.831878 1.562031 -0.316926 0.2 0.2 0.0 -0.0912
C 5.338994 1.970597 -1.550082 0.0 0.1 0.0 -0.0936
C 6.486028 2.761812 -1.605768 0.0 0.0 0.3 -0.0935
C 7.132195 3.136570 -0.427404 -0.2 -0.1 0.0 -0.0972
C 6.627153 2.724823 0.805593 -0.1 0.0 -0.1 -0.0927
C 5.474783 1.941339 0.861644 0.1 0.0 -0.1 -0.0903
H 3.935968 0.948250 -0.273784 0.1 0.1 0.0 0.0904
H 4.839342 1.672796 -2.468532 0.1 0.1 0.2 0.0670
H 6.877080 3.085587 -2.566477 -0.1 -0.1 0.1 0.0992
H 8.028887 3.749081 -0.470814 -0.1 -0.1 0.0 0.0985
H 7.131768 3.015607 1.723721 -0.1 -0.1 -0.1 0.0864
H 5.078485 1.625360 1.822629 0.0 0.0 -0.1 0.0967
C -4.018452 6.161566 0.383902 -0.1 0.3 -0.1 -0.0929
C -3.078577 7.084461 0.841795 -0.1 0.0 -0.1 -0.0974
C -3.275328 8.447803 0.624087 -0.2 -0.1 -0.1 -0.1000
C -4.418080 8.889280 -0.043545 0.0 -0.2 0.0 -0.0997
C -5.359797 7.966556 -0.498117 0.2 0.0 0.1 -0.0909
C -5.158424 6.602560 -0.288568 0.0 0.2 0.0 -0.1028
H -3.863084 5.098898 0.550758 0.0 0.1 0.0 0.0864
H -2.191540 6.740823 1.368070 -0.1 0.1 -0.1 0.1002
H -2.539507 9.166193 0.975080 -0.1 -0.1 0.0 0.0989
H -4.573993 9.952027 -0.208988 0.0 -0.1 0.0 0.0986
H -6.251088 8.310885 -1.016949 0.1 -0.1 0.1 0.1003
H -5.889569 5.883644 -0.647700 0.3 0.3 0.0 0.0428
C -9.176388 -7.662715 0.442625 -0.1 0.1 0.0 -0.0980
C -9.369026 -7.026966 -0.783540 -0.1 0.0 0.1 -0.1040
C -10.413239 -6.116173 -0.941285 0.0 -0.1 0.2 -0.1004
C -11.259608 -5.833493 0.131220 0.1 -0.1 0.0 -0.0992
C -11.064604 -6.466478 1.358488 0.1 0.0 -0.1 -0.0996
C -10.026050 -7.384260 1.513496 0.0 0.1 -0.2 -0.0981
H -8.364563 -8.375039 0.564186 -0.1 0.1 0.0 0.1012
H -8.705253 -7.242144 -1.617201 -0.1 0.0 0.1 0.1025
H -10.567186 -5.626014 -1.898760 0.0 -0.1 0.1 0.1000
H -12.070420 -5.120066 0.009901 0.1 -0.1 0.0 0.0993
H -11.723277 -6.244845 2.194657 0.1 0.0 -0.1 0.0995
H -9.877825 -7.881321 2.468141 0.0 0.1 -0.1 0.0994
C 8.059200 3.502833 4.714013 0.1 -0.2 0.1 -0.1041
C 9.411973 3.598933 5.038876 -0.1 -0.1 0.0 -0.0969
C 10.081590 2.498438 5.573041 -0.2 0.0 -0.1 -0.0957
C 9.400049 1.297641 5.773300 -0.1 0.2 -0.1 -0.1030
C 8.048162 1.200478 5.444898 0.1 0.1 0.0 -0.0954
C 7.376265 2.303814 4.919397 0.2 0.0 0.0 -0.0982
H 7.536833 4.361743 4.300917 0.1 -0.1 0.1 0.1008
H 9.944660 4.532595 4.876377 -0.1 -0.1 0.0 0.0999
H 11.133979 2.575653 5.832327 -0.1 0.0 0.0 0.1001
H 9.922926 0.438445 6.184997 -0.1 0.1 0.0 0.0937
H 7.517597 0.264131 5.599505 0.1 0.1 0.0 0.1004
H 6.321722 2.229394 4.668825 0.1 0.0 0.0 0.0997
C 10.641541 -3.606369 4.973528 0.1 0.1 -0.1 -0.0960
C 11.801984 -4.342123 4.735192 0.0 0.1 -0.1 -0.0997
C 12.888389 -3.745005 4.096455 -0.2 0.1 0.0 -0.0992
C 12.817798 -2.407868 3.704539 -0.1 -0.1 0.1 -0.0972
C 11.658670 -1.671073 3.946286 0.0 -0.1 0.0 -0.0949
C 10.568841 -2.270903 4.576700 0.2 -0.1 0.0 -0.0983
H 9.793806 -4.073057 5.468291 0.1 0.1 -0.1 0.0997
H 11.859425 -5.382073 5.046787 0.0 0.2 -0.1 0.0991
H 13.789966 -4.320477 3.904871 -0.1 0.1 0.0 0.0989
H 13.666136 -1.940959 3.211150 -0.1 -0.1 0.1 0.0994
H 11.604433 -0.628588 3.642260 0.0 -0.2 0.0 0.0999
H 9.663970 -1.698165 4.759913 0.1 -0.1 0.0 0.0878
C 3.655500 0.341992 -9.192388 -0.2 -0.1 0.0 -0.0952
C 3.411904 -0.774748 -9.991337 -0.1 0.0 0.1 -0.0969
C 2.188191 -1.438503 -9.909079 0.0 0.2 0.1 -0.0965
C 1.203426 -0.979032 -9.034071 0.2 0.1 0.0 -0.0957
C 1.445701 0.139997 -8.237853 0.1 -0.1 -0.1 -0.1099
C 2.672907 0.798180 -8.313394 0.0 -0.1 -0.1 -0.1013
H 4.610589 0.856982 -9.254300 -0.1 -0.1 0.0 0.1006
H 4.176762 -1.128590 -10.678122 -0.1 0.1 0.1 0.1003
H 2.001186 -2.312623 -10.526862 0.0 0.1 0.1 0.1001
H 0.247905 -1.493239 -8.973383 0.1 0.1 0.0 0.1005
H 0.677556 0.498899 -7.557197 0.1 -0.1 -0.1 0.0950
H 2.863330 1.666622 -7.688945 0.0 -0.1 -0.1 0.1000
```
Forces are in eV/Å.

Total charge ... 0
Frontier orbital gap ... 0.310 Eh
Electronic energy ... -3297.911914 Ha
Energy relative to the best compared isomer or geometry (same formula, charge and spin) ... 388.1 kcal per mole

Number 1: LUMO energy 1.750 eV, HOMO energy -0.150 Eh. Number 2: LUMO energy -1.134 eV, HOMO energy -0.334 Eh. Number 3: LUMO energy -0.604 eV, HOMO energy -0.332 Eh.